Entry 1:
DFT (wB97M-V/def2-TZVPD) results for a molecular structure, C24H59BeN2O7 in a non-equilibrium geometry.

```
! wB97M-V def2-TZVPD RIJCOSX def2/J DEFGRID3
* xyz 2 2
Be 4.37 16.09 23.53
C 5.01 13.87 20.28
C 3.78 14.70 20.66
O 4.10 16.01 20.91
H 4.71 13.02 19.67
H 5.64 13.55 21.11
H 5.65 14.47 19.64
H 3.23 14.18 21.45
H 3.05 14.74 19.85
C 1.08 13.34 13.14
C -0.21 12.97 13.84
C 0.00 11.54 14.50
C 0.51 11.58 15.86
C -0.24 12.65 16.69
C -0.16 14.05 16.14
N -0.62 14.08 14.74
O -0.66 15.38 14.11
C -1.24 14.73 16.95
C 1.28 14.65 16.41
C -1.31 12.77 12.86
H 1.90 13.70 13.76
H 0.94 14.23 12.53
H 1.37 12.49 12.51
H -0.89 10.91 14.48
H 0.72 10.87 14.03
H 1.59 11.58 15.79
H 0.39 10.62 16.35
H 0.06 12.62 17.73
H -1.25 12.26 16.72
H -1.17 14.73 18.04
H -1.27 15.79 16.70
H -2.22 14.29 16.76
H 1.33 15.63 15.95
H 1.59 14.53 17.45
H 2.04 14.08 15.87
H -1.04 11.93 12.22
H -1.50 13.66 12.26
H -2.28 12.38 13.16
H -1.59 15.44 13.87
C 3.83 9.14 22.54
C 5.38 8.87 22.63
C 5.75 8.86 24.14
C 7.06 8.27 24.66
C 7.38 6.99 23.79
C 7.04 6.94 22.28
N 5.75 7.53 21.99
O 5.25 7.26 20.69
C 8.11 7.82 21.58
C 7.15 5.46 21.79
C 6.16 10.01 22.00
H 3.68 9.31 21.47
H 3.48 10.01 23.09
H 3.23 8.28 22.83
H 5.64 9.85 24.58
H 5.09 8.20 24.71
H 6.96 7.83 25.65
H 7.69 9.15 24.55
H 6.96 6.09 24.25
H 8.44 6.76 23.87
H 7.78 8.17 20.60
H 8.17 8.73 22.18
H 9.12 7.44 21.44
H 6.94 5.30 20.74
H 8.19 5.22 22.04
H 6.57 4.64 22.22
H 7.01 10.37 22.59
H 5.53 10.88 21.81
H 6.38 9.78 20.95
H 4.45 6.76 20.88
C 6.78 11.43 18.35
O 7.51 10.16 18.28
H 6.69 11.89 19.34
H 7.10 12.15 17.60
H 5.75 11.29 18.02
H 6.89 9.43 18.40
C 3.07 12.49 23.88
O 2.98 13.94 23.99
H 3.99 12.01 24.21
H 2.29 11.91 24.37
H 3.20 12.27 22.82
H 2.06 14.21 24.08
C 4.53 16.87 17.36
O 4.48 17.47 18.64
H 5.57 16.61 17.17
H 3.88 16.00 17.45
H 4.20 17.57 16.60
H 4.81 16.76 19.19
C 8.87 16.24 20.95
O 8.53 16.01 22.32
H 8.07 15.67 20.47
H 8.61 17.24 20.59
H 9.85 16.09 20.51
H 7.77 16.51 22.61
*
```

For the gap between HOMO and LUMO (alpha / beta), the calculation gives 1.614 / 1.603 eV. The value obtained for the LUMO energy (alpha / beta) is -9.8531 / -9.8545 eV. The HOMO energy (alpha / beta) comes out at -11.467 / -11.458 eV.

Here are the Löwdin charges for atoms 1 to 2, given in e:
1 Be 1.00
2 C -0.07

---

Entry 2:
DFT (wB97M-V/def2-TZVPD) results for 9 unconnected molecules or ions with the total composition C24H59ClFN9O10PS in a non-equilibrium geometry.

```
! wB97M-V def2-TZVPD RIJCOSX def2/J DEFGRID3
* xyz 1 1
N -4.11 -0.32 2.86
P -3.70 0.90 3.86
Cl -1.96 1.56 3.38
S -3.71 0.33 5.95
O -2.80 1.15 6.65
O -5.09 0.25 6.25
F -3.15 -1.12 5.87
H -5.11 -0.55 2.89
H -3.59 -1.17 3.07
H -4.63 1.93 3.76
C -5.17 2.29 -1.15
C -4.02 1.82 -0.29
O -3.86 2.25 0.86
N -3.16 0.93 -0.82
C -3.19 0.32 -2.14
H -5.76 3.01 -0.58
H -4.80 2.77 -2.06
H -5.81 1.45 -1.43
H -2.40 0.68 -0.20
H -3.26 -0.76 -2.03
H -2.28 0.57 -2.68
H -4.04 0.67 -2.72
C 1.07 0.06 2.32
C 0.67 -0.01 0.86
O -0.50 0.11 0.52
N 1.65 -0.19 -0.04
C 3.08 -0.34 0.20
H 0.13 0.20 2.83
H 1.53 -0.87 2.65
H 1.75 0.88 2.51
H 1.32 -0.23 -1.00
H 3.63 0.45 -0.31
H 3.42 -1.31 -0.18
H 3.30 -0.28 1.26
C 5.62 -0.26 5.28
C 4.33 0.17 4.63
O 4.16 0.15 3.42
N 3.36 0.61 5.46
C 3.41 0.72 6.91
H 6.30 -0.59 4.50
H 6.07 0.55 5.83
H 5.44 -1.09 5.96
H 2.51 0.90 4.99
H 2.63 0.11 7.37
H 3.26 1.76 7.22
H 4.38 0.39 7.29
C 8.48 0.29 9.68
C 8.14 0.22 8.21
O 6.99 0.33 7.81
N 9.16 0.04 7.34
C 10.57 -0.11 7.63
H 7.56 0.44 10.23
H 8.94 -0.64 10.01
H 9.16 1.12 9.88
H 8.87 0.00 6.37
H 11.15 0.67 7.14
H 10.93 -1.08 7.27
H 10.75 -0.06 8.70
C -4.06 0.42 -6.88
C -2.89 -0.04 -6.05
O -2.69 0.39 -4.91
N -2.05 -0.94 -6.60
C -2.13 -1.55 -7.92
H -4.63 1.14 -6.30
H -3.73 0.90 -7.80
H -4.71 -0.42 -7.13
H -1.29 -1.20 -6.00
H -2.21 -2.63 -7.82
H -1.23 -1.32 -8.48
H -2.99 -1.18 -8.47
C -0.60 -2.11 -12.10
C -1.57 -1.03 -11.66
O -2.59 -1.30 -11.05
N -1.25 0.25 -11.97
C -0.09 0.75 -12.68
H -0.99 -3.07 -11.78
H -0.50 -2.11 -13.18
H 0.38 -1.96 -11.65
H -1.94 0.92 -11.65
H 0.47 1.44 -12.05
H -0.40 1.28 -13.58
H 0.56 -0.07 -12.97
C 5.95 -0.59 -4.54
C 4.72 -1.01 -3.78
O 4.40 -2.18 -3.65
N 3.96 -0.02 -3.23
C 4.16 1.41 -3.27
H 6.44 -1.48 -4.91
H 5.69 0.04 -5.39
H 6.65 -0.05 -3.90
H 3.16 -0.38 -2.73
H 4.27 1.81 -2.26
H 3.31 1.90 -3.74
H 5.06 1.65 -3.83
C -7.91 -1.25 5.74
C -8.76 -0.78 4.58
O -8.27 -0.66 3.46
N -10.05 -0.49 4.82
C -10.78 -0.57 6.07
H -6.91 -1.42 5.35
H -7.85 -0.49 6.52
H -8.28 -2.18 6.17
H -10.55 -0.18 4.00
H -11.61 -1.26 5.98
H -11.17 0.41 6.34
H -10.13 -0.91 6.87
*
```

For the gap between HOMO and LUMO, the calculation gives 7.534 eV. The value obtained for the LUMO energy is -3.2302 eV. The HOMO energy comes out at -10.765 eV.

Here are the Löwdin charges for atoms 1 to 2, given in e:
1 N -0.09
2 P 0.45

---

Entry 3:
DFT (wB97M-V/def2-TZVPD) results for a molecular structure, C24H60B3ClO11 in a non-equilibrium geometry.

```
! wB97M-V def2-TZVPD RIJCOSX def2/J DEFGRID3
* xyz 0 1
C 4.08 3.38 -0.21
C 3.81 3.37 -1.73
C 2.29 3.34 -1.95
Cl 1.89 3.43 -3.73
B 1.53 2.07 -1.35
O 1.53 1.70 -0.01
B 0.54 0.78 0.31
O -0.66 0.67 -0.38
B -0.54 1.34 -1.59
C -1.67 2.20 -2.28
C -2.35 3.08 -1.20
O -2.31 4.47 -1.60
C -1.61 5.25 -0.78
O -1.16 6.25 -1.15
O 0.74 1.27 -2.18
H 3.98 2.37 0.21
H 5.08 3.76 0.03
H 3.34 4.00 0.28
H 4.26 2.51 -2.24
H 4.16 4.32 -2.14
H 1.81 4.23 -1.52
H 0.67 0.06 1.24
H -1.15 2.88 -2.97
H -2.37 1.62 -2.89
H -1.90 2.95 -0.21
H -3.40 2.77 -1.13
H -1.45 4.99 0.28
C -3.52 2.78 3.85
C -3.96 2.97 2.41
C -5.47 2.78 2.26
O -3.28 2.03 1.57
H -3.75 1.77 4.19
H -2.44 2.90 3.94
H -4.01 3.49 4.51
H -3.68 3.97 2.07
H -5.76 1.77 2.56
H -5.77 2.91 1.22
H -6.01 3.50 2.88
H -3.52 1.14 1.86
C -6.28 -1.84 -0.79
C -5.82 -1.22 0.52
C -4.76 -2.08 1.19
O -6.94 -1.07 1.39
H -6.72 -2.83 -0.62
H -7.05 -1.23 -1.26
H -5.45 -1.96 -1.49
H -5.42 -0.22 0.33
H -5.16 -3.07 1.43
H -4.45 -1.62 2.14
H -3.88 -2.20 0.56
H -7.30 -1.95 1.57
C 2.12 -4.78 -0.85
C 2.65 -3.36 -0.64
C 1.88 -2.36 -1.48
O 4.03 -3.31 -0.97
H 2.24 -5.08 -1.89
H 2.69 -5.49 -0.24
H 1.07 -4.85 -0.58
H 2.57 -3.09 0.42
H 1.98 -2.58 -2.55
H 2.27 -1.35 -1.33
H 0.81 -2.36 -1.23
H 4.12 -3.55 -1.91
C 4.88 6.99 3.42
C 4.30 7.08 2.01
C 3.14 8.07 1.96
O 3.85 5.79 1.59
H 4.13 6.64 4.13
H 5.71 6.28 3.44
H 5.25 7.96 3.75
H 5.08 7.39 1.31
H 2.33 7.75 2.63
H 2.73 8.12 0.95
H 3.46 9.07 2.26
H 3.16 5.51 2.21
C -4.64 -3.92 -4.19
C -3.78 -4.03 -2.94
C -2.67 -5.04 -3.12
O -4.60 -4.40 -1.83
H -5.11 -4.88 -4.42
H -5.44 -3.20 -4.05
H -4.04 -3.61 -5.06
H -3.36 -3.05 -2.70
H -3.07 -6.04 -3.31
H -2.07 -5.11 -2.21
H -2.01 -4.77 -3.94
H -4.99 -5.26 -2.03
C 6.56 -7.66 1.98
C 5.58 -7.06 0.99
C 5.94 -5.62 0.66
O 4.26 -7.12 1.52
H 6.54 -7.11 2.92
H 6.28 -8.69 2.22
H 7.58 -7.65 1.59
H 5.58 -7.66 0.07
H 5.90 -5.00 1.56
H 5.22 -5.20 -0.05
H 6.94 -5.55 0.23
H 4.24 -6.60 2.33
*
```

For the gap between HOMO and LUMO, the calculation gives 10.439 eV. The value obtained for the LUMO energy is 0.3403 eV. The HOMO energy comes out at -10.098 eV.

Here are the Löwdin charges for atoms 1 to 2, given in e:
1 C -0.09
2 C -0.25

---

Entry 4:
DFT (wB97M-V/def2-TZVPD) results for a molecular structure, C24H60Cl2CrCsN4O4P in a non-equilibrium geometry.

```
! wB97M-V def2-TZVPD RIJCOSX def2/J DEFGRID3
* xyz -1 4
Cr 3.18 -1.99 -0.94
Cs 4.84 0.70 2.08
P 5.47 -1.99 -0.26
O 4.34 -2.36 0.69
O 4.74 -0.78 -0.75
O 4.91 -2.83 -1.39
O 7.02 -1.85 -0.10
Cl 2.76 -1.10 -3.19
Cl 1.48 -0.78 0.26
C -4.83 2.41 -3.34
C -3.33 2.50 -3.73
N -2.81 1.22 -4.32
C -1.52 1.26 -5.01
C -1.53 2.02 -6.26
C -2.71 0.19 -3.31
C -1.90 0.56 -2.09
H -5.05 1.68 -2.57
H -5.40 2.18 -4.24
H -5.32 3.34 -3.04
H -3.29 3.22 -4.55
H -2.68 2.81 -2.91
H -0.82 1.73 -4.33
H -1.13 0.27 -5.24
H -0.60 1.87 -6.81
H -2.36 1.60 -6.81
H -1.59 3.08 -6.00
H -2.34 -0.70 -3.83
H -3.66 -0.17 -2.93
H -2.41 1.32 -1.50
H -0.89 0.90 -2.32
H -1.79 -0.23 -1.36
C -4.02 2.14 1.75
C -3.19 1.03 1.26
N -2.94 -0.08 2.22
C -2.29 -1.19 1.46
C -3.19 -1.90 0.36
C -2.14 0.44 3.38
C -2.03 -0.63 4.45
H -4.93 1.71 2.18
H -4.27 2.73 0.87
H -3.65 2.70 2.62
H -3.72 0.55 0.43
H -2.27 1.40 0.82
H -1.49 -0.75 0.86
H -1.63 -1.84 2.03
H -3.92 -1.28 -0.18
H -2.61 -2.48 -0.35
H -3.84 -2.52 0.98
H -2.57 1.36 3.77
H -1.27 1.01 3.06
H -1.45 -1.54 4.31
H -3.02 -0.95 4.77
H -1.51 -0.19 5.30
C 0.28 4.14 2.10
C 1.66 3.41 1.98
N 2.53 3.41 3.14
C 1.83 2.77 4.33
C 1.69 1.25 4.21
C 3.07 4.66 3.52
C 4.07 5.24 2.44
H -0.14 4.44 1.14
H 0.39 4.98 2.78
H -0.51 3.53 2.56
H 1.41 2.38 1.70
H 2.21 3.81 1.12
H 2.45 3.00 5.20
H 0.92 3.35 4.46
H 0.80 0.93 4.76
H 1.69 0.84 3.20
H 2.54 0.74 4.65
H 3.66 4.51 4.42
H 2.22 5.32 3.73
H 3.73 5.48 1.43
H 4.90 4.55 2.31
H 4.56 6.12 2.85
C 2.04 -5.94 -2.66
C 2.58 -4.54 -2.34
N 2.08 -3.96 -1.04
C 0.57 -4.02 -0.98
C -0.18 -3.29 -2.15
C 2.58 -4.74 0.08
C 2.23 -4.20 1.47
H 2.46 -6.33 -3.58
H 0.95 -5.90 -2.69
H 2.31 -6.64 -1.87
H 3.67 -4.53 -2.46
H 2.28 -3.89 -3.16
H 0.34 -3.50 -0.05
H 0.17 -5.04 -0.95
H 0.18 -2.29 -2.39
H -1.25 -3.35 -1.93
H -0.04 -3.83 -3.09
H 2.32 -5.80 0.05
H 3.65 -4.57 -0.09
H 1.26 -4.59 1.78
H 2.99 -4.59 2.15
H 2.04 -3.14 1.62
*
```

For the gap between HOMO and LUMO (alpha / beta), the calculation gives 6.077 / 6.072 eV. The value obtained for the LUMO energy (alpha / beta) is 1.3112 / 1.3104 eV. The HOMO energy (alpha / beta) comes out at -4.765 / -4.761 eV.

Here are the Löwdin charges for atoms 1 to 2, given in e:
1 Cr 0.34
2 Cs 0.90